The following is a DFT calculation (ωB97M-V/def2-TZVPD) of a molecular structure, C54H47F3N8NaO3P2SSe2 in a non-equilibrium geometry.

Computed properties:
- Molecular weight: 1187.94 g mol⁻¹
- HOMO energy (alpha / beta): -5.664 / -2.081 eV
- Charge: -1
- ΔE to the lowest compared entry with this formula, charge and spin: 46.6 kJ/mol

Geometry as XYZ:
```
121
Properties=species:S:1:pos:R:3:lowdin_charge:R:1
Na 1.4588 1.8372 -2.0888 0.242
Se 3.5154 2.0692 5.1487 0.335
P 1.6951 1.3418 4.3611 0.551
C 0.2940 2.3280 4.9691 -0.354
C 0.2437 3.6775 4.6195 -0.099
C -0.7643 4.4864 5.1098 -0.080
C -1.7292 3.9585 5.9635 -0.095
C -1.6778 2.6214 6.3196 -0.087
C -0.6657 1.8041 5.8224 -0.072
C 1.3149 -0.3620 4.8811 -0.366
C 0.3865 -1.1106 4.1548 -0.070
C 0.0695 -2.4005 4.5587 -0.075
C 0.6697 -2.9428 5.6897 -0.091
C 1.5865 -2.1955 6.4161 -0.089
C 1.9160 -0.9080 6.0075 -0.116
C 1.4559 1.3464 2.5811 -0.436
C 2.1967 1.1139 1.4122 -0.422
N 1.3381 1.2739 0.3817 -0.033
N 0.1469 1.5752 0.8764 -0.048
N 0.1876 1.6176 2.1937 -0.015
P 3.8852 0.6186 1.0354 0.571
Se 4.3378 0.5805 -1.0316 0.364
C 4.1450 -1.0137 1.7915 -0.334
C 4.1723 -2.1417 0.9759 -0.108
C 4.3455 -3.4006 1.5328 -0.083
C 4.5125 -3.5382 2.9052 -0.089
C 4.4949 -2.4148 3.7203 -0.077
C 4.3036 -1.1541 3.1691 -0.098
C 4.9584 1.7779 1.9200 -0.390
C 4.5688 3.1144 1.9627 -0.127
C 5.4055 4.0660 2.5237 -0.092
C 6.6371 3.6876 3.0438 -0.091
C 7.0300 2.3574 2.9934 -0.084
C 6.1960 1.4033 2.4260 -0.096
H 0.9953 4.0865 3.9547 0.105
H -0.8031 5.5303 4.8238 0.101
H -2.5191 4.5921 6.3475 0.097
H -2.4263 2.2054 6.9824 0.098
H -0.6363 0.7589 6.1023 0.100
H -0.0802 -0.6805 3.2754 0.102
H -0.6435 -2.9831 3.9881 0.102
H 0.4235 -3.9508 6.0020 0.098
H 2.0564 -2.6190 7.2957 0.099
H 2.6423 -0.3151 6.5521 0.065
H 4.0698 -2.0183 -0.0953 0.045
H 4.3601 -4.2741 0.8926 0.099
H 4.6593 -4.5203 3.3393 0.098
H 4.6249 -2.5160 4.7903 0.102
H 4.2862 -0.2801 3.8139 0.040
H 3.5963 3.4037 1.5811 0.101
H 5.0874 5.1001 2.5720 0.105
H 7.2896 4.4287 3.4900 0.099
H 7.9883 2.0595 3.3994 0.100
H 6.5070 0.3670 2.3916 0.109
F -3.4999 -1.8114 0.9157 0.044
C -3.6461 -0.9544 -0.1293 -0.181
C -2.5209 -0.4788 -0.7423 0.080
C -2.6195 0.3685 -1.8358 -0.049
C -1.3742 0.8326 -2.4972 -0.285
O -0.2962 0.3920 -2.1150 0.011
C -1.5731 1.7761 -3.5896 -0.010
C -2.8409 2.0950 -3.9444 0.026
N -3.9768 1.6645 -3.3282 -0.002
C -5.2677 1.9936 -3.8689 -0.279
C -5.5258 3.3938 -4.3144 -0.089
C -6.1975 2.8645 -3.0783 -0.104
C -3.8828 0.7600 -2.2743 -0.118
C -5.0230 0.2611 -1.6363 0.054
C -4.9312 -0.6105 -0.5708 -0.163
N -6.1169 -1.0517 0.0359 -0.109
C -6.1067 -1.5861 1.3988 -0.148
C -7.5594 -1.7176 1.8804 -0.202
N -8.4390 -0.8762 1.0198 -0.055
C -8.5047 -1.4992 -0.3337 -0.212
C -7.0671 -1.7875 -0.7958 -0.137
C -0.4516 2.4514 -4.3953 -0.624
O -0.7926 3.0094 -5.4440 -0.015
O 0.7051 2.3870 -3.8836 -0.101
H -1.5328 -0.7503 -0.3870 0.136
H -2.9778 2.7596 -4.7877 0.136
H -5.7268 1.2028 -4.4525 0.151
H -6.1009 3.5399 -5.2177 0.103
H -4.7292 4.1102 -4.1648 0.109
H -7.2524 2.6284 -3.1130 0.097
H -5.8410 3.2334 -2.1253 0.114
H -6.0014 0.5971 -1.9453 0.107
H -5.5535 -0.9034 2.0401 0.128
H -5.6331 -2.5709 1.4505 0.120
H -7.7139 -1.4026 2.9141 0.085
H -7.9012 -2.7428 1.7726 0.104
H -7.9570 0.0165 0.8883 0.082
H -9.4343 -0.6554 1.4637 0.015
H -9.0426 -0.7952 -0.9703 0.085
H -9.0775 -2.4206 -0.2476 0.093
H -6.9423 -1.5118 -1.8390 0.118
H -6.8688 -2.8647 -0.7088 0.127
S 1.5132 -3.8827 -6.4074 0.964
C 1.7507 -2.5606 -5.2285 -0.522
C 1.9294 -1.2557 -5.6585 -0.066
C 2.1291 -0.2681 -4.7012 -0.103
N 2.1632 -0.5198 -3.3913 0.065
C 1.9618 -1.7708 -2.9910 -0.135
C 1.7517 -2.8270 -3.8663 -0.077
C 3.2228 -4.2621 -6.7578 -0.522
C 3.8808 -3.6621 -7.8194 -0.082
C 5.2093 -3.9931 -8.0517 -0.147
N 5.8952 -4.8635 -7.3120 0.053
C 5.2485 -5.4355 -6.2967 -0.147
C 3.9217 -5.1733 -5.9827 -0.082
H 1.8947 -1.0066 -6.7111 0.105
H 2.2245 0.7721 -4.9953 0.110
H 1.9704 -1.9304 -1.9164 0.108
H 1.5824 -3.8302 -3.4978 0.100
H 3.3686 -2.9482 -8.4512 0.103
H 5.7481 -3.5328 -8.8731 0.103
H 5.8190 -6.1399 -5.7010 0.103
H 3.4422 -5.6653 -5.1466 0.103
F 2.6701 4.6083 -0.6742 0.047
C 3.1718 4.3105 -1.8713 -0.192
F 3.1277 5.3220 -2.7264 0.065
H 4.0887 3.7196 -1.8599 0.093
```


The following is a DFT calculation (ωB97M-V/def2-TZVPD) of 8 unconnected molecules or ions with the total composition C54H47N4O16 in a non-equilibrium geometry.

Computed properties:
- Molecular weight: 1007.98 g mol⁻¹
- HOMO energy: -11.777 eV
- Charge: +1

Geometry as XYZ:
```
121
Properties=species:S:1:pos:R:3:lowdin_charge:R:1
C -1.6898 3.3052 -1.3929 -0.028
C -1.9259 4.0157 -0.0792 -0.428
N -2.7695 4.9617 -0.0532 0.153
C -1.1925 3.5696 1.1953 -0.071
C -0.9614 2.0804 1.2993 -0.088
C 0.2984 1.6073 1.5804 0.097
C 0.4790 0.2253 1.6896 -0.107
C 1.8292 -0.3842 1.9934 -0.101
O 1.8553 -1.7645 1.6752 0.004
C 1.5234 -2.5867 2.7432 -0.466
C 2.3005 -2.5999 4.0499 0.043
O 0.5972 -3.3509 2.6024 0.117
N -0.5606 -0.5450 1.5107 0.134
N -1.8006 -0.1900 1.2594 0.184
C -2.0042 1.0905 1.1430 -0.167
C -3.4404 1.5276 0.8568 -0.087
C -4.4095 0.5880 1.6305 -0.256
N -4.7548 -0.6106 0.8581 0.005
H -2.6372 2.8318 -1.6820 0.075
H -0.9622 2.4926 -1.2933 0.058
H -1.4129 4.0071 -2.1826 0.098
H -2.8673 5.3440 0.8887 0.060
H -1.6914 3.9854 2.0789 0.137
H -0.1912 4.0274 1.1540 0.135
H 1.1481 2.2666 1.7378 0.130
H 2.1510 -0.1627 3.0136 0.126
H 2.5309 0.1160 1.3194 0.136
H 2.8118 -1.6623 4.2822 0.084
H 1.5868 -2.8225 4.8585 0.059
H 2.9990 -3.4451 4.0169 0.112
H -0.3829 -1.5539 1.5702 0.167
H -3.5946 2.5739 1.1201 0.112
H -3.5913 1.3614 -0.2196 0.123
H -3.9004 0.3252 2.5730 0.106
H -5.3244 1.1260 1.8945 0.117
H -4.0925 -1.3607 1.0277 0.057
H -5.6291 -0.9510 1.2499 0.068
C -2.9761 0.4070 -3.6386 0.023
C -4.0250 -0.3561 -3.9337 0.037
C -4.0179 -1.8133 -3.6534 -0.383
O -4.9701 -2.5111 -3.9232 0.116
C -2.7981 -2.3840 -3.0306 0.018
C -1.7514 -1.6192 -2.7357 0.006
C -1.7595 -0.1651 -3.0161 -0.381
O -0.8031 0.5357 -2.7429 0.066
H -2.9615 1.4715 -3.8365 0.121
H -4.9229 0.0437 -4.3876 0.129
H -2.8115 -3.4490 -2.8341 0.127
H -0.8525 -2.0185 -2.2825 0.120
C 3.1347 1.0958 -3.2094 0.016
C 2.4677 0.9928 -4.3541 0.030
C 2.6843 1.9553 -5.4618 -0.378
O 2.0740 1.8671 -6.5026 0.126
C 3.6824 3.0347 -5.2380 0.033
C 4.3476 3.1353 -4.0880 0.024
C 4.1217 2.1721 -2.9839 -0.377
O 4.7192 2.2579 -1.9266 0.067
H 2.9860 0.4024 -2.3914 0.116
H 1.7405 0.2089 -4.5256 0.122
H 3.8315 3.7287 -6.0553 0.126
H 5.0742 3.9172 -3.9058 0.122
C 7.7735 2.5693 -0.8655 0.016
C 8.1209 3.8018 -0.5027 0.031
C 9.3206 4.0499 0.3338 -0.383
O 9.6351 5.1717 0.6661 0.115
C 10.1203 2.8706 0.7499 0.026
C 9.7734 1.6379 0.3879 0.009
C 8.5731 1.3913 -0.4486 -0.420
O 8.2560 0.2670 -0.7786 0.097
H 6.9006 2.3701 -1.4744 0.089
H 7.5504 4.6739 -0.7967 0.123
H 10.9922 3.0715 1.3593 0.129
H 10.3434 0.7657 0.6828 0.128
C -1.4636 -2.3636 8.0227 0.020
C -2.5813 -3.0547 8.2316 0.029
C -2.9147 -4.2451 7.4104 -0.382
O -3.9315 -4.8732 7.5968 0.126
C -1.9524 -4.6351 6.3491 0.032
C -0.8354 -3.9431 6.1415 0.019
C -0.5040 -2.7533 6.9634 -0.377
O 0.5176 -2.1176 6.7781 0.082
H -1.2033 -1.4926 8.6107 0.123
H -3.2935 -2.7856 9.0011 0.127
H -2.2118 -5.5061 5.7608 0.127
H -0.1244 -4.2144 5.3708 0.107
C -8.7417 -0.7850 -0.4809 0.024
C -7.7110 -0.0338 -0.8608 0.005
C -7.8953 1.3838 -1.2529 -0.390
O -6.9522 2.0661 -1.6005 0.089
C -9.2703 1.9354 -1.2051 0.020
C -10.3022 1.1854 -0.8255 0.026
C -10.1194 -0.2343 -0.4324 -0.385
O -11.0566 -0.9171 -0.0847 0.118
H -8.6279 -1.8224 -0.1915 0.123
H -6.6980 -0.4157 -0.9024 0.094
H -9.3834 2.9725 -1.4945 0.123
H -11.3134 1.5696 -0.7848 0.125
C 6.7650 1.2634 2.2292 0.045
C 5.4531 1.2634 2.0093 0.038
C 4.5114 1.8617 2.9830 -0.356
O 3.3065 1.8587 2.7768 0.046
C 5.0780 2.4622 4.2098 0.025
C 6.3900 2.4644 4.4341 0.042
C 7.3385 1.8654 3.4601 -0.363
O 8.5302 1.8678 3.6599 0.136
H 7.4697 0.8307 1.5296 0.101
H 5.0183 0.8309 1.1162 0.122
H 4.3708 2.8946 4.9063 0.124
H 6.8245 2.8982 5.3255 0.130
C -2.5913 -5.3410 -7.0068 0.030
C -2.2192 -4.1082 -6.6720 0.019
C -0.9656 -3.8608 -5.9213 -0.392
O -0.6279 -2.7353 -5.6132 0.083
C -0.1401 -5.0374 -5.5583 0.017
C -0.5105 -6.2708 -5.8922 0.026
C -1.7661 -6.5201 -6.6442 -0.383
O -2.1028 -7.6415 -6.9497 0.121
H -3.5034 -5.5422 -7.5540 0.126
H -2.8077 -3.2362 -6.9284 0.123
H 0.7721 -4.8351 -5.0110 0.120
H 0.0784 -7.1423 -5.6358 0.124
```


The following is a DFT calculation (ωB97M-V/def2-TZVPD) of a molecular structure, C54H48As2IN5Ti.

Computed properties:
- Molecular weight: 1091.63 g mol⁻¹
- HOMO energy: -5.390 eV
- ΔE to the lowest compared entry with this formula, charge and spin: 0.0 kJ/mol

Geometry as XYZ:
```
111
Properties=species:S:1:pos:R:3:lowdin_charge:R:1
Ti 1.3690 -0.2347 0.0448 0.830
C 0.2329 -2.3443 3.7755 -0.058
C 0.0084 -3.6412 3.2447 -0.071
C -0.0502 -3.7923 1.8939 -0.040
C 0.0810 -2.6535 1.0535 -0.266
N 0.3957 -1.4215 1.5641 -0.062
C 0.4525 -1.3104 2.9108 -0.245
C -0.0893 -2.6888 -0.3458 -0.259
C -0.5923 -3.7887 -1.0901 -0.023
C -0.9096 -3.6551 -2.4044 -0.070
C -0.7317 -2.3869 -3.0172 -0.011
C -0.1857 -1.3613 -2.2905 -0.283
N 0.1745 -1.4882 -0.9790 -0.070
C 0.0543 -0.0027 -2.8093 -0.222
C -0.1298 0.3513 -4.1471 -0.006
C 0.1444 1.6469 -4.5348 -0.057
C 0.6133 2.5479 -3.5874 -0.041
C 0.7960 2.1131 -2.2885 -0.127
N 0.5012 0.8689 -1.8933 0.068
H 0.3021 -2.1640 4.8381 0.104
H -0.0947 -4.4956 3.8988 0.103
H -0.2074 -4.7635 1.4484 0.108
H 0.7322 -0.3372 3.2915 0.017
H -0.7762 -4.7278 -0.5863 0.108
H -1.3293 -4.4773 -2.9648 0.102
H -1.0260 -2.2403 -4.0458 0.103
H -0.4727 -0.3795 -4.8640 0.105
H 0.0087 1.9456 -5.5653 0.108
H 0.8564 3.5689 -3.8438 0.109
H 1.1899 2.7740 -1.5275 0.099
C 2.8987 -2.0742 -2.3025 -0.144
N 2.8188 -0.8051 -1.5789 -0.044
C 3.6409 0.1410 -1.8510 -0.074
C 3.5563 1.3599 -1.1184 -0.334
C 4.3048 2.5267 -1.2239 -0.040
C 3.7886 3.4035 -0.2626 -0.080
C 2.7658 2.7143 0.3790 -0.219
N 2.6094 1.4746 -0.1221 -0.103
C 4.3119 -2.5418 -2.5315 -0.228
C 4.8953 -2.4707 -3.7899 -0.052
C 6.2107 -2.8712 -3.9867 -0.085
C 6.9533 -3.3479 -2.9204 -0.092
C 6.3772 -3.4253 -1.6580 -0.074
C 5.0657 -3.0288 -1.4666 -0.032
H 2.3716 -1.9850 -3.2596 0.121
H 2.3479 -2.8154 -1.7165 0.119
H 4.4154 0.0316 -2.6135 0.144
H 5.1141 2.7002 -1.9126 0.100
H 4.1194 4.4025 -0.0394 0.089
H 2.1416 3.0633 1.1870 0.054
H 4.3117 -2.0988 -4.6231 0.111
H 6.6506 -2.8107 -4.9735 0.101
H 7.9796 -3.6568 -3.0671 0.100
H 6.9531 -3.8015 -0.8232 0.104
H 4.6199 -3.0853 -0.4813 0.108
C -2.7048 -0.0148 1.8938 -0.430
C -2.2661 1.4173 2.1137 -0.415
As -0.3548 1.8219 1.8087 1.320
C 0.2257 2.1714 3.6356 -0.399
C 1.3388 2.9595 3.9194 -0.158
C 1.8210 3.0648 5.2142 -0.084
C 1.2109 2.3697 6.2462 -0.083
C 0.1077 1.5773 5.9777 -0.078
C -0.3831 1.4822 4.6837 -0.129
C -0.6627 3.6069 1.0891 -0.381
C -0.4806 4.7919 1.7891 -0.092
C -0.7614 6.0111 1.1852 -0.079
C -1.2442 6.0531 -0.1132 -0.087
C -1.4527 4.8703 -0.8069 -0.079
C -1.1600 3.6561 -0.2094 -0.143
As -2.6748 -0.4315 -0.0338 1.349
C -3.4772 -2.2050 0.0423 -0.382
C -4.2904 -2.6468 -0.9967 -0.116
C -4.7493 -3.9544 -1.0244 -0.090
C -4.3950 -4.8393 -0.0158 -0.094
C -3.5853 -4.4061 1.0226 -0.087
C -3.1277 -3.0966 1.0514 -0.121
C -4.2573 0.5963 -0.5361 -0.406
C -5.4967 0.4538 0.0830 -0.107
C -6.5669 1.2466 -0.2970 -0.083
C -6.4109 2.1899 -1.3046 -0.092
C -5.1867 2.3311 -1.9352 -0.089
C -4.1148 1.5348 -1.5509 -0.131
H -3.7285 -0.1523 2.2586 0.073
H -2.0650 -0.7331 2.4066 0.035
H -2.4990 1.7692 3.1228 0.067
H -2.7888 2.0864 1.4211 0.057
H 1.8566 3.4964 3.1360 0.085
H 2.6874 3.6820 5.4098 0.107
H 1.5980 2.4378 7.2535 0.103
H -0.3737 1.0268 6.7752 0.104
H -1.2390 0.8453 4.4981 0.093
H -0.1276 4.7795 2.8130 0.091
H -0.6088 6.9289 1.7367 0.103
H -1.4687 7.0028 -0.5792 0.101
H -1.8433 4.8909 -1.8162 0.104
H -1.3309 2.7364 -0.7594 0.072
H -4.5749 -1.9658 -1.7924 0.103
H -5.3833 -4.2833 -1.8372 0.100
H -4.7529 -5.8598 -0.0368 0.099
H -3.3048 -5.0878 1.8160 0.104
H -2.4876 -2.7814 1.8656 0.083
H -5.6314 -0.2912 0.8588 0.103
H -7.5263 1.1275 0.1896 0.102
H -7.2458 2.8124 -1.5975 0.101
H -5.0624 3.0586 -2.7273 0.101
H -3.1566 1.6427 -2.0497 0.082
I 3.6049 0.0642 2.9146 0.768
C 3.0690 -1.1060 1.1657 -0.685
H 4.0111 -1.0909 0.6154 -0.061
H 2.9322 -2.1091 1.5842 -0.033
```


What is the formula in the third record? C54H48As2IN5Ti


Among the records above, which one has the lowest molecular weight? C54H47N4O16


The lowest molecular weight belongs to which entry? C54H47N4O16